The following is a DFT calculation (ωB97M-V/def2-TZVPD) of a cluster of 15 separate species, H28O18P in total in a non-equilibrium geometry.

Geometry as ORCA input:
```
! wB97M-V def2-TZVPD RIJCOSX def2/J DEFGRID3
* xyz -3 1
P -0.022 -0.555 0.545
O 1.409 -0.064 0.446
O -0.788 -0.361 -0.858
O -0.882 0.181 1.595
O -0.030 -2.061 0.845
O 0.782 4.386 4.088
H 0.885 4.781 3.222
H 0.484 3.494 3.910
O -3.890 -0.639 -5.544
H -3.386 -0.040 -6.096
H -3.417 -0.654 -4.712
O 2.435 -3.093 -3.959
H 3.086 -2.395 -4.028
H 1.803 -2.769 -3.318
O 6.419 1.624 2.122
H 5.610 1.219 1.809
H 7.008 0.888 2.285
O 2.079 4.581 -0.334
H 1.546 4.482 -1.123
H 2.212 3.686 -0.021
O 4.636 1.772 -3.163
H 4.155 2.548 -3.449
H 4.164 1.469 -2.387
O -0.208 2.273 -5.603
H -0.371 3.201 -5.438
H -0.471 1.835 -4.794
O -5.064 3.822 2.136
H -4.378 3.191 2.355
H -5.788 3.286 1.810
O -2.807 -5.684 3.640
H -2.256 -5.071 3.154
H -2.197 -6.337 3.982
O 1.734 -7.194 0.721
H 1.265 -7.904 1.159
H 1.191 -6.420 0.868
O -2.628 -0.912 6.105
H -2.362 -0.591 5.244
H -3.526 -1.219 5.980
O -5.145 -0.409 -0.382
H -4.983 -0.234 0.545
H -4.276 -0.409 -0.782
O 4.778 -3.540 0.819
H 4.201 -2.785 0.701
H 4.218 -4.298 0.651
O -2.380 4.439 -1.948
H -2.475 4.954 -1.147
H -2.373 3.530 -1.649
*
```

Output
- energy relative to the best compared isomer or geometry (same formula, charge and spin) (eV) = 8.8946
- orbital gap (eV) = 1.97
- electronic energy (Eh) = -1712.32954
- HOMO level (eV) = 4.012



The following is a DFT calculation (ωB97M-V/def2-TZVPD) of a cluster of 6 separate species, C18H42N6O6 in total in a non-equilibrium geometry.

Geometry as ORCA input:
```
! wB97M-V def2-TZVPD RIJCOSX def2/J DEFGRID3
* xyz 0 1
C 4.218 3.700 -4.701
O 3.535 4.429 -5.408
N 3.878 2.529 -4.053
C 4.892 1.666 -3.356
C 2.445 2.099 -3.916
H 5.283 3.854 -4.470
H 4.899 0.617 -3.654
H 4.844 1.649 -2.268
H 5.920 1.952 -3.576
H 2.376 1.183 -4.503
H 2.131 1.842 -2.904
H 1.876 2.898 -4.391
C -5.103 2.920 1.215
O -4.538 3.561 2.051
N -5.537 1.630 1.329
C -6.289 1.049 0.283
C -5.412 0.914 2.628
H -5.234 3.309 0.193
H -6.235 1.448 -0.730
H -7.358 1.016 0.492
H -6.075 -0.012 0.154
H -4.558 1.241 3.222
H -6.300 1.203 3.190
H -5.549 -0.165 2.565
C 1.322 0.713 2.893
O 1.060 -0.273 2.251
N 2.560 1.140 3.100
C 2.679 2.483 3.691
C 3.675 0.230 2.795
H 0.583 1.420 3.300
H 3.111 2.434 4.691
H 1.649 2.777 3.894
H 3.308 3.090 3.039
H 3.358 -0.692 2.309
H 4.317 0.765 2.095
H 4.284 0.008 3.672
C 0.197 -3.443 4.394
O 0.038 -2.422 5.065
N -0.575 -3.882 3.314
C -0.646 -5.276 2.809
C -1.399 -2.884 2.624
H 0.808 -4.272 4.784
H -0.515 -5.952 3.654
H -0.039 -5.436 1.918
H -1.628 -5.490 2.385
H -1.119 -2.877 1.571
H -2.446 -3.142 2.784
H -1.104 -1.926 3.052
C 2.207 -1.523 -1.487
O 3.131 -0.744 -1.269
N 1.908 -1.999 -2.668
C 0.711 -2.813 -2.888
C 2.656 -1.492 -3.834
H 1.571 -1.906 -0.675
H -0.057 -2.371 -3.523
H 0.225 -3.177 -1.982
H 0.981 -3.702 -3.458
H 2.784 -2.384 -4.447
H 2.012 -0.736 -4.282
H 3.669 -1.142 -3.637
C -2.069 -0.292 0.019
O -3.101 -0.808 0.465
N -2.020 0.646 -0.934
C -3.139 1.495 -1.255
C -0.699 1.070 -1.341
H -1.027 -0.491 0.313
H -4.012 0.939 -0.913
H -3.274 1.556 -2.335
H -3.221 2.471 -0.777
H -0.190 1.810 -0.724
H 0.124 0.385 -1.545
H -0.761 1.586 -2.299
*
```

Output
- energy relative to the best compared isomer or geometry (same formula, charge and spin) (eV) = 4.9987
- structure (SMILES) = CN(C)C=O.CN(C)C=O.CN(C)C=O.CN(C)C=O.CN(C)C=O.CN(C)C=O
- orbital gap (eV) = 9.31
- electronic energy (Eh) = -1490.94483
- HOMO level (eV) = -8.933



The following is a DFT calculation (ωB97M-V/def2-TZVPD) of a structure of composition C34H53CaN3O3Si2Te.

Geometry as ORCA input:
```
! wB97M-V def2-TZVPD RIJCOSX def2/J DEFGRID3
* xyz 0 1
Ca -0.013 0.367 0.698
O -1.481 -1.151 1.389
C -1.979 -1.952 0.528
N -2.376 -3.171 0.702
C -2.104 -3.733 1.953
O -2.896 -4.414 2.556
C -0.695 -3.538 2.480
C 0.388 -3.635 1.613
C 1.664 -3.440 2.114
C 1.807 -3.151 3.461
C 0.662 -3.089 4.244
N -0.568 -3.281 3.779
C -2.117 -1.434 -0.892
C -3.001 -2.040 -1.779
C -3.078 -1.564 -3.074
C -2.259 -0.511 -3.459
C -1.402 0.031 -2.521
N -1.338 -0.407 -1.259
H 0.219 -3.851 0.566
H 2.529 -3.508 1.465
H 2.779 -2.981 3.905
H 0.742 -2.873 5.305
H -3.592 -2.871 -1.425
H -3.764 -2.013 -3.781
H -2.274 -0.115 -4.466
H -0.727 0.839 -2.786
C 0.192 0.597 4.002
C -0.707 1.843 3.989
C -2.132 1.457 4.369
C -0.594 2.540 2.646
C 0.562 3.263 2.337
C 0.743 3.839 1.094
C -0.224 3.719 0.094
C 0.002 4.311 -1.269
C -1.382 3.015 0.397
C -1.570 2.439 1.658
H 0.261 0.184 5.010
H 1.202 0.805 3.644
H -0.248 -0.199 3.388
H -0.327 2.547 4.737
H -2.508 0.658 3.726
H -2.815 2.305 4.308
H -2.153 1.078 5.391
H 1.344 3.346 3.083
H 1.664 4.368 0.880
H 0.795 3.773 -1.796
H 0.306 5.356 -1.200
H -0.901 4.256 -1.877
H -2.157 2.904 -0.354
H -2.478 1.879 1.851
C 3.165 -0.336 -1.128
C 3.298 0.545 0.125
C 4.278 -0.116 1.099
C 3.821 1.929 -0.269
O 2.048 0.675 0.711
H 4.036 -0.279 -1.787
H 2.284 -0.019 -1.697
H 3.022 -1.382 -0.842
H 5.234 -0.348 0.622
H 3.840 -1.043 1.476
H 4.466 0.541 1.950
H 4.814 1.887 -0.726
H 3.876 2.560 0.620
H 3.138 2.400 -0.980
C -0.363 3.685 -7.899
Si -0.036 2.685 -6.347
C -1.152 3.314 -4.972
C -0.381 0.872 -6.675
C 1.758 2.896 -5.832
Te 2.205 1.852 -4.007
C 2.775 0.041 -5.002
Si 4.594 -0.124 -5.492
C 4.652 -1.240 -6.999
C 5.336 1.534 -5.939
C 5.577 -0.903 -4.097
H -1.342 3.447 -8.321
H 0.387 3.493 -8.669
H -0.348 4.756 -7.680
H -2.027 3.823 -5.384
H -0.625 4.029 -4.336
H -1.509 2.508 -4.327
H -1.442 0.721 -6.893
H -0.128 0.264 -5.802
H 0.184 0.494 -7.529
H 2.019 3.945 -5.682
H 2.459 2.501 -6.571
H 2.141 -0.014 -5.890
H 2.458 -0.774 -4.347
H 4.065 -0.823 -7.820
H 4.253 -2.233 -6.776
H 5.677 -1.366 -7.352
H 4.788 2.029 -6.744
H 6.364 1.391 -6.280
H 5.352 2.211 -5.084
H 4.964 -1.574 -3.492
H 6.003 -0.151 -3.429
H 6.405 -1.488 -4.503
*
```

Output
- energy relative to the best compared isomer or geometry (same formula, charge and spin) (eV) = 0.7943
- orbital gap (eV) = 8.01
- electronic energy (Eh) = -3242.16569
- HOMO level (eV) = -7.913



The following is a DFT calculation (ωB97M-V/def2-TZVPD) of a cluster of 5 separate species, C24H37N4O3 in total in a non-equilibrium geometry.

Geometry as ORCA input:
```
! wB97M-V def2-TZVPD RIJCOSX def2/J DEFGRID3
* xyz -1 1
C 1.438 -0.611 2.102
C 2.141 0.298 1.730
C 2.880 1.536 1.369
C 2.311 2.731 2.174
C 0.775 2.808 1.955
C -0.033 2.270 3.108
O 0.072 2.645 4.224
O -0.997 1.194 2.862
C -2.196 1.667 2.497
C -2.561 1.492 1.043
O -2.942 2.227 3.250
H 0.724 -1.165 2.639
H 2.829 1.707 0.307
H 3.913 1.419 1.680
H 2.507 2.476 3.220
H 0.514 2.225 1.067
H 0.466 3.838 1.782
H -2.002 0.643 0.660
H -2.305 2.365 0.453
H -3.617 1.270 0.935
C -6.253 0.123 7.021
C -5.336 1.083 6.270
C -5.386 0.895 4.751
C -4.962 -0.462 4.385
N -4.638 -1.526 4.099
H -5.961 -0.916 6.861
H -6.207 0.313 8.095
H -7.291 0.240 6.702
H -4.311 0.947 6.618
H -5.621 2.110 6.505
H -4.725 1.611 4.263
H -6.399 1.057 4.378
C 1.258 -2.365 -3.496
C 0.851 -2.274 -2.029
C 0.776 -0.834 -1.516
C 2.081 -0.175 -1.613
N 3.103 0.340 -1.689
H 2.259 -1.962 -3.660
H 1.268 -3.407 -3.824
H 0.560 -1.817 -4.126
H 1.559 -2.840 -1.420
H -0.128 -2.744 -1.901
H 0.468 -0.817 -0.469
H 0.050 -0.260 -2.095
C -3.082 -3.428 -6.681
C -3.466 -3.334 -5.208
C -3.535 -1.890 -4.700
C -2.231 -1.230 -4.835
N -1.203 -0.729 -4.941
H -2.085 -3.021 -6.860
H -3.073 -4.468 -7.007
H -3.791 -2.883 -7.307
H -2.744 -3.896 -4.613
H -4.439 -3.805 -5.059
H -3.825 -1.871 -3.650
H -4.274 -1.320 -5.264
C 6.506 -0.181 -1.480
C 7.263 1.003 -2.070
C 8.104 1.767 -1.041
C 7.279 2.326 0.035
N 6.644 2.764 0.885
H 5.777 0.136 -0.734
H 5.958 -0.707 -2.261
H 7.195 -0.888 -1.009
H 6.549 1.681 -2.540
H 7.931 0.643 -2.858
H 8.636 2.587 -1.525
H 8.846 1.103 -0.593
*
```

Output
- orbital gap (eV) = 3.60
- electronic energy (Eh) = -1381.29774
- HOMO level (eV) = -1.626



The following is a DFT calculation (ωB97M-V/def2-TZVPD) of a structure of composition C43H41As2Cl2N3OPS2Ti in a non-equilibrium geometry.

Geometry as ORCA input:
```
! wB97M-V def2-TZVPD RIJCOSX def2/J DEFGRID3
* xyz 1 1
Ti -0.059 -0.137 -0.538
O 0.899 0.272 1.089
C 0.723 0.197 2.362
C 1.498 1.272 3.037
C 1.838 0.986 4.362
C 2.614 1.854 5.109
C 3.017 3.054 4.541
C 2.651 3.371 3.240
C 1.902 2.495 2.459
P 1.467 2.936 0.713
C 1.346 4.759 0.744
C 1.557 5.444 -0.456
C 1.284 6.798 -0.556
C 0.776 7.492 0.535
C 0.541 6.819 1.724
C 0.820 5.462 1.826
C 3.106 2.625 -0.062
C 3.304 1.409 -0.711
C 4.537 1.094 -1.264
C 5.587 1.996 -1.184
C 5.397 3.216 -0.549
C 4.167 3.527 0.011
H 1.486 0.052 4.782
H 2.894 1.606 6.124
H 3.615 3.753 5.112
H 2.965 4.321 2.826
H 1.946 4.913 -1.318
H 1.467 7.314 -1.490
H 0.564 8.550 0.457
H 0.144 7.350 2.579
H 0.632 4.953 2.764
H 2.476 0.713 -0.798
H 4.676 0.146 -1.771
H 6.548 1.754 -1.621
H 6.210 3.928 -0.487
H 4.036 4.484 0.500
C -1.976 1.733 2.124
C -2.707 1.118 0.989
N -2.164 0.414 0.019
C -3.116 -0.012 -0.891
C -4.385 0.363 -0.603
S -4.397 1.281 0.834
C -2.658 -0.787 -2.037
C -3.380 -1.165 -3.119
S -2.376 -2.008 -4.210
C -1.038 -1.806 -3.176
N -1.327 -1.162 -2.069
C 0.309 -2.320 -3.540
H -1.174 2.361 1.734
H -1.525 0.956 2.746
H -2.642 2.342 2.733
H -5.286 0.146 -1.150
H -4.418 -0.972 -3.330
H 0.341 -2.622 -4.585
H 0.556 -3.186 -2.924
H 1.050 -1.536 -3.375
C 3.404 -2.372 -1.579
As 1.854 -2.142 -0.438
C 2.737 -2.157 1.291
C 1.069 -3.924 -0.423
C 1.740 -5.023 -0.954
C 1.163 -6.284 -0.914
C -0.086 -6.456 -0.334
C -0.753 -5.366 0.203
C -0.189 -4.094 0.158
As -1.091 -2.538 0.921
C -2.953 -3.024 0.585
C -0.999 -2.968 2.815
H 4.080 -3.093 -1.120
H 3.905 -1.412 -1.658
H 3.120 -2.708 -2.574
H 3.308 -3.079 1.384
H 1.987 -2.091 2.078
H 3.396 -1.293 1.370
H 2.719 -4.907 -1.403
H 1.690 -7.132 -1.332
H -0.538 -7.438 -0.298
H -1.724 -5.518 0.660
H -3.226 -3.920 1.139
H -3.107 -3.195 -0.480
H -3.597 -2.207 0.911
H -1.272 -4.012 2.968
H -1.687 -2.318 3.354
H 0.005 -2.770 3.179
Cl 3.097 0.340 -3.589
C 1.906 1.594 -3.726
C 2.046 2.513 -4.750
C 1.119 3.530 -4.888
C 0.055 3.612 -4.004
C -0.071 2.681 -2.990
Cl -1.435 2.826 -1.926
C 0.850 1.633 -2.802
N 0.732 0.748 -1.761
H 2.886 2.425 -5.425
H 1.223 4.257 -5.681
H -0.684 4.397 -4.092
*
```

Output
- energy relative to the best compared isomer or geometry (same formula, charge and spin) (eV) = 1.3373
- orbital gap (eV) = 6.66
- electronic energy (Eh) = -9281.65167
- HOMO level (eV) = -9.315



The following is a DFT calculation (ωB97M-V/def2-TZVPD) of a structure of composition C26H32BeN6O3S2.

Geometry as ORCA input:
```
! wB97M-V def2-TZVPD RIJCOSX def2/J DEFGRID3
* xyz 2 1
Be -0.367 0.472 -0.538
O -0.523 0.794 1.174
S -1.771 1.040 2.018
C -2.942 -0.326 1.656
C -2.730 -1.681 2.328
C -1.565 -2.520 1.773
C -1.879 -3.185 0.419
S -0.980 -2.478 -0.988
O -0.876 -1.025 -0.548
C 0.657 -3.155 -0.813
C 1.474 -2.913 -1.915
C 2.801 -3.308 -1.875
C 3.302 -3.944 -0.745
C 2.472 -4.203 0.339
C 1.141 -3.811 0.313
C -1.266 0.676 3.686
C -2.120 1.046 4.716
C -1.735 0.805 6.025
C -0.505 0.217 6.292
C 0.345 -0.135 5.251
C -0.032 0.100 3.935
H -2.892 -0.394 0.568
H -3.913 0.098 1.921
H -3.660 -2.246 2.223
H -2.581 -1.537 3.397
H -1.331 -3.299 2.499
H -0.684 -1.886 1.683
H -2.928 -3.057 0.144
H -1.665 -4.254 0.391
H 1.063 -2.426 -2.793
H 3.442 -3.133 -2.730
H 4.338 -4.256 -0.717
H 2.852 -4.729 1.207
H 0.503 -4.046 1.155
H -3.076 1.514 4.501
H -2.391 1.088 6.839
H -0.202 0.045 7.317
H 1.305 -0.588 5.462
H 0.630 -0.139 3.114
C 0.660 -0.213 -5.303
C 0.717 0.341 -3.901
O 0.188 -0.216 -2.947
N 1.419 1.494 -3.753
C 1.593 2.211 -2.493
C 2.224 1.381 -1.396
C 3.602 1.381 -1.266
C 4.209 0.624 -0.277
C 3.407 -0.125 0.564
C 2.041 -0.077 0.382
N 1.443 0.666 -0.562
H -0.119 -0.965 -5.359
H 1.615 -0.680 -5.554
H 0.463 0.570 -6.035
H 1.845 1.890 -4.573
H 0.644 2.594 -2.125
H 2.252 3.048 -2.708
H 4.202 1.973 -1.946
H 5.287 0.617 -0.175
H 3.826 -0.731 1.356
H 1.379 -0.650 1.020
N -1.608 5.031 -2.946
C -2.657 4.767 -2.155
N -3.608 5.687 -2.017
N -2.804 3.636 -1.497
C -2.046 2.618 -1.369
N -1.458 1.637 -1.151
H -1.529 5.900 -3.446
H -0.913 4.329 -3.110
H -3.583 6.562 -2.510
H -4.401 5.482 -1.435
*
```

Output
- energy relative to the best compared isomer or geometry (same formula, charge and spin) (eV) = 0.2869
- orbital gap (eV) = 9.47
- electronic energy (Eh) = -2375.04259
- HOMO level (eV) = -14.017